This record from OMol25 describes a 5-piece molecular cluster, C20H46BrN6O6 overall in a non-equilibrium geometry. The level of theory is wB97M-V/def2-TZVPD.

Structure (XYZ):
```
79
Properties=species:S:1:pos:R:3
C 0.58 3.47 -2.21
C -0.71 3.31 -1.18
O -0.99 1.87 -1.10
C -0.91 1.36 0.28
C -0.64 -0.25 0.41
C 0.71 -0.76 1.26
C 1.78 0.24 2.00
N 1.08 0.73 3.29
C 0.85 -2.42 1.32
C 2.12 -3.09 2.18
C 3.58 -2.89 1.46
C 3.63 -3.27 -0.14
C 4.71 -2.22 -0.83
N 5.57 -2.90 -1.92
C 6.42 -1.73 -2.45
N 7.64 -1.35 -1.93
N 5.80 -0.94 -3.59
N -0.10 -3.37 0.69
N -1.16 -2.86 0.01
O -1.97 -3.82 -0.56
C -1.62 -1.45 -0.22
C -2.99 -1.06 -1.08
Br -4.23 0.18 -0.03
C -2.64 -0.45 -2.59
C -1.09 -0.78 -3.07
H 0.95 2.38 -2.49
H 0.21 3.96 -3.21
H 1.45 4.05 -1.67
H -0.57 3.86 -0.16
H -1.62 3.87 -1.72
H -0.03 1.98 0.80
H -1.87 1.64 0.93
H 2.77 -0.26 2.36
H 2.08 1.17 1.32
H 0.23 1.29 3.05
H 0.81 -0.18 3.77
H 2.08 -2.56 3.25
H 1.86 -4.23 2.40
H 4.06 -1.84 1.58
H 4.32 -3.66 2.00
H 2.60 -3.26 -0.69
H 4.08 -4.36 -0.26
H 4.16 -1.25 -1.26
H 5.50 -1.79 -0.05
H 4.95 -3.27 -2.67
H 7.88 -1.99 -1.15
H 6.50 -0.25 -3.96
H 5.06 -0.35 -3.13
H -1.90 -3.64 -1.55
H -3.67 -2.01 -1.30
H -3.34 -0.99 -3.38
H -2.89 0.70 -2.68
H -0.95 -0.44 -4.20
H -0.26 -0.23 -2.45
H -0.86 -1.95 -3.08
C 1.81 6.40 0.84
O 0.86 5.47 0.34
H 2.81 6.04 0.60
H 1.65 7.37 0.37
H 1.70 6.48 1.92
H -0.02 5.81 0.57
C -5.85 -2.08 -5.19
O -4.97 -2.89 -4.44
H -5.55 -1.03 -5.08
H -5.80 -2.36 -6.25
H -6.87 -2.20 -4.82
H -5.26 -3.81 -4.56
C -1.90 1.61 5.75
O -1.54 2.69 4.92
H -2.10 0.73 5.13
H -1.08 1.39 6.44
H -2.80 1.87 6.31
H -1.37 3.46 5.50
C -5.68 0.75 3.73
O -4.76 -0.32 3.57
H -5.93 0.84 4.79
H -5.22 1.68 3.38
H -6.59 0.54 3.16
H -4.56 -0.38 2.62
```

Computed properties:
Net charge: +1
LUMO level (Ha): -0.1720
HOMO energy (eV): -11.397
Gap between HOMO and LUMO (Ha): 0.2469
Molecular weight (g/mol): 546.53

---

This record from OMol25 describes a 2-piece molecular cluster, C3H7F2N overall in a non-equilibrium geometry. The level of theory is wB97M-V/def2-TZVPD.

Structure (XYZ):
```
13
Properties=species:S:1:pos:R:3
C -1.09 0.56 -1.57
C 1.75 -0.29 1.19
C -1.17 -0.29 -0.40
N 0.65 0.65 1.13
F -2.33 -0.33 0.16
F -0.78 -1.61 -0.55
H -1.67 0.12 -2.54
H -1.77 1.40 -1.28
H 0.00 0.94 -1.67
H 2.65 0.03 1.62
H 1.67 -1.23 1.84
H 1.97 -0.60 0.13
H 0.12 0.65 1.95
```

Computed properties:
LUMO level (alpha / beta) (Ha): -0.0024 / 0.0152
HOMO energy (alpha / beta) (eV): -8.383 / -9.575
Gap between HOMO and LUMO (alpha / beta) (Ha): 0.3057 / 0.3671
Molecular weight (g/mol): 95.09

---

This record from OMol25 describes a 2-piece molecular cluster, S2 overall in a non-equilibrium geometry. The level of theory is wB97M-V/def2-TZVPD.

Structure (XYZ):
```
2
Properties=species:S:1:pos:R:3
S 0.00 0.00 1.78
S 0.00 0.00 -1.78
```

Computed properties:
Net charge: +1
Multiplicity: 2
Expectation value of S²: 0.7542
LUMO level (alpha / beta) (Ha): -0.4397 / -0.4297
HOMO energy (alpha / beta) (eV): -16.077 / -15.295
Gap between HOMO and LUMO (alpha / beta) (Ha): 0.1511 / 0.1324
Molecular weight (g/mol): 64.13

---

This record from OMol25 describes C13H28N5O3P2SZn as an isolated structure. The level of theory is wB97M-V/def2-TZVPD.

Structure (XYZ):
```
53
Properties=species:S:1:pos:R:3
Zn -0.96 -1.65 0.00
S -1.74 -3.64 -0.87
C -1.76 -4.00 0.83
C -2.17 -5.21 1.39
C -2.11 -5.36 2.76
C -1.66 -4.31 3.55
C -1.29 -3.14 2.94
N -1.33 -2.99 1.61
H -2.52 -6.00 0.74
H -2.41 -6.29 3.21
H -1.62 -4.40 4.63
H -0.93 -2.28 3.50
C 1.99 1.16 2.57
N 0.86 1.96 2.08
C 1.10 3.40 2.11
P -0.10 1.25 0.98
O -0.35 -0.18 1.30
O 0.78 1.33 -0.43
P 0.57 0.36 -1.70
O -0.75 -0.34 -1.56
N 1.92 -0.60 -1.71
C 1.89 -1.60 -2.80
C 2.36 -1.19 -0.45
N 0.65 1.24 -3.07
C -0.57 1.89 -3.55
C 1.89 1.93 -3.42
N -1.48 2.11 0.73
C -1.45 3.40 0.02
C -2.72 1.36 0.47
H 2.19 1.42 3.61
H 2.90 1.34 1.98
H 1.74 0.10 2.54
H 1.79 3.61 2.92
H 0.17 3.93 2.34
H 1.53 3.78 1.18
H 1.59 -1.12 -3.73
H 1.19 -2.41 -2.59
H 2.89 -2.01 -2.92
H 2.46 -0.43 0.32
H 3.33 -1.66 -0.60
H 1.67 -1.98 -0.08
H -1.44 1.29 -3.29
H -0.53 1.97 -4.64
H -0.68 2.90 -3.14
H 2.74 1.36 -3.06
H 1.92 2.94 -2.99
H 1.96 2.02 -4.50
H -0.90 4.15 0.58
H -2.47 3.75 -0.08
H -1.02 3.31 -0.98
H -2.69 0.38 0.94
H -2.89 1.24 -0.60
H -3.56 1.91 0.90
```

Computed properties:
Net charge: +1
LUMO level (Ha): -0.0720
HOMO energy (eV): -10.585
Gap between HOMO and LUMO (Ha): 0.3170
Molecular weight (g/mol): 461.80

---

This record from OMol25 describes C28H22AsHgN5S2Te as an isolated structure in a non-equilibrium geometry. The level of theory is wB97M-V/def2-TZVPD.

Structure (XYZ):
```
60
Properties=species:S:1:pos:R:3
Hg 1.90 1.40 1.10
N -1.49 4.06 -0.66
C -0.20 3.77 -0.87
N 0.12 2.67 -0.23
C -1.05 2.30 0.41
N -2.05 3.14 0.15
C -1.18 1.13 1.21
C -2.31 1.00 2.06
N -2.54 0.01 2.85
C -1.77 -1.16 2.64
C -0.50 -1.03 1.74
N -0.14 0.26 1.26
H -2.05 4.82 -1.02
H 0.46 4.37 -1.46
H -2.96 1.86 2.15
H -1.58 -1.62 3.62
H 0.38 -1.53 2.18
S 3.20 0.18 -0.73
C 2.58 -1.47 -0.79
C 3.46 -2.51 -0.52
C 3.07 -3.83 -0.66
C 1.80 -4.13 -1.12
C 0.93 -3.09 -1.42
C 1.29 -1.77 -1.24
As -0.02 -0.36 -1.59
C -1.49 -1.17 -0.60
C -1.19 -1.92 0.65
C -2.38 -2.17 1.60
C -3.73 -1.82 1.07
C -3.88 -1.20 -0.10
C -2.75 -0.84 -0.93
C -0.41 -1.07 -3.41
C 0.40 -0.57 -4.42
C 0.29 -1.02 -5.72
C -0.66 -1.98 -6.04
C -1.48 -2.49 -5.04
C -1.35 -2.03 -3.74
H 4.47 -2.27 -0.21
H 3.76 -4.63 -0.41
H 1.49 -5.15 -1.27
H -0.05 -3.32 -1.83
H -0.61 -2.82 0.43
H -2.39 -3.18 2.01
H -4.57 -2.06 1.70
H -4.86 -0.93 -0.47
H -2.93 -0.27 -1.83
H 1.15 0.18 -4.17
H 0.93 -0.62 -6.50
H -0.77 -2.33 -7.05
H -2.21 -3.24 -5.28
H -2.00 -2.43 -2.97
Te 1.07 2.79 3.28
C 2.48 4.05 4.23
C 2.69 4.14 5.57
C 3.55 5.18 5.95
C 4.01 5.89 4.89
S 3.39 5.28 3.41
H 2.21 3.47 6.27
H 3.82 5.40 6.97
H 4.68 6.73 4.89
```

Computed properties:
Net charge: -1
Multiplicity: 2
Expectation value of S²: 0.7656
LUMO level (alpha / beta) (Ha): 0.0902 / 0.0901
HOMO energy (alpha / beta) (eV): -2.977 / -4.683
Gap between HOMO and LUMO (alpha / beta) (Ha): 0.1996 / 0.2622
Molecular weight (g/mol): 895.77

---

This record from OMol25 describes a 2-piece molecular cluster, C5H7NO overall. The level of theory is wB97M-V/def2-TZVPD.

Structure (XYZ):
```
14
Properties=species:S:1:pos:R:3
C 0.81 1.07 0.96
N 1.04 -0.09 1.42
C 1.85 -0.91 0.60
O 2.79 -0.52 -0.06
H 1.19 1.41 -0.02
H 0.22 1.78 1.54
H 1.57 -1.97 0.66
C -1.12 0.97 -1.42
C -1.42 -0.13 -0.78
C -1.61 -1.20 -0.05
H -1.66 1.90 -1.24
H -0.32 0.98 -2.16
H -1.04 -1.29 0.88
H -2.30 -1.99 -0.32
```

Computed properties:
SMILES: C=NC=O.C=C=C
LUMO level (Ha): 0.0082
HOMO energy (eV): -10.164
Gap between HOMO and LUMO (Ha): 0.3817
Molecular weight (g/mol): 97.12